Formula: C49H50CaN2O2P2Si
Source: the OMol25 dataset
Level of theory: ωB97M-V with the def2-TZVPD basis set

Properties
Max |F| = 2.5 eV Å⁻¹
Lowest unoccupied orbital energy = 0.13 eV
HOMO-LUMO gap = 6.94 eV
DFT total energy = -3807.11127 Ha
Highest occupied orbital energy = -6.81 eV

```
! wB97M-V def2-TZVPD RIJCOSX def2/J DEFGRID3
* xyz 0 1
C -0.358 -1.888 -3.116
C 2.955 -0.363 4.814
Si -0.881 1.605 0.549
H -6.853 -4.331 0.608
C 5.461 2.538 2.881
H 1.674 1.755 5.016
H -2.984 3.613 0.421
H 5.573 0.840 -0.069
H 2.380 5.747 1.186
C 5.132 3.939 4.939
C 3.546 -2.927 0.950
C 1.736 -1.193 2.191
P 0.530 -0.298 3.282
H -1.422 4.061 2.001
C 0.754 -2.652 -2.415
H -4.883 -3.348 -3.057
C 2.532 4.776 0.716
H 0.297 3.222 -0.980
C 2.451 -3.441 1.636
N -0.069 -0.452 -3.112
C -5.643 1.556 0.383
H -5.201 -3.021 1.860
H 4.889 3.096 5.591
H 0.705 -2.979 2.789
C 1.001 2.238 4.325
C -0.270 4.189 3.780
C 4.818 3.596 3.507
H 4.579 -1.156 0.344
C 3.682 -0.557 5.976
H -0.498 -2.296 -4.123
H 3.015 0.381 1.497
C 0.518 1.553 3.204
C -5.112 -3.098 0.785
H -4.064 -2.211 6.390
H -6.722 1.578 0.301
C -0.713 3.191 -0.558
C -3.241 -1.577 2.659
O 4.239 2.702 -1.495
H -2.827 -3.681 2.567
C -0.722 3.537 2.643
C 0.629 3.543 4.606
H -0.871 0.076 -3.431
H 1.706 -2.437 -2.908
C -4.080 -2.439 0.121
H 4.750 -0.377 5.980
C -3.899 -0.751 4.825
C -4.913 2.732 0.368
H -3.678 0.481 3.089
C -3.591 0.291 0.625
C 3.046 -0.972 7.140
H -3.352 -4.087 4.944
C 1.574 -0.575 4.795
C -4.011 -2.551 -1.268
C -6.048 -3.839 0.076
H 6.020 0.201 1.537
C -3.610 -0.523 3.487
H -1.413 3.138 -1.395
C -4.947 -3.285 -1.978
H 1.024 4.035 5.486
H -0.874 4.145 -0.051
H 3.419 5.193 3.224
H 0.696 -0.246 -3.746
C 2.834 -0.685 1.502
C 0.950 -0.997 5.964
C 5.166 2.180 1.571
H 4.559 4.805 5.270
C -5.970 -3.937 -1.305
C -4.984 0.348 0.509
H -0.027 -2.411 -0.532
O 2.631 1.592 -0.423
C -2.823 1.481 0.590
H 0.560 -3.726 -2.508
H -5.568 -0.562 0.521
H 3.466 -0.026 3.922
H -0.615 5.190 4.010
C -3.428 -3.086 4.536
C -3.130 -2.857 3.205
H -5.415 3.687 0.265
H 7.000 1.441 0.760
H 6.221 1.985 3.428
H 4.275 -3.596 0.510
C 5.976 1.093 0.910
C 1.549 -2.578 2.237
H 6.193 4.159 5.065
H -6.702 -4.513 -1.855
C 4.156 2.862 0.888
H -3.221 -2.028 -1.796
C 3.895 4.329 2.774
H 2.309 -4.513 1.704
H 2.856 4.925 -0.315
C 3.670 2.372 -0.470
H 3.617 -1.122 8.048
H -1.284 -2.048 -2.558
C 3.550 3.972 1.478
H 1.576 4.252 0.697
Ca 1.136 0.282 -0.578
C -3.821 -2.032 5.350
C -3.535 2.681 0.463
H -4.192 0.079 5.455
C 3.722 -1.553 0.869
N 0.844 -2.209 -1.023
H -0.117 -1.171 5.956
H 1.173 -1.509 8.035
H 1.576 -2.715 -0.536
P -2.798 -1.347 0.892
C -0.351 2.234 2.311
C 1.679 -1.192 7.131
*
```

Results of the Löwdin charge analysis, in e, for atoms 1 through 99: -0.268, -0.096, 0.545, 0.104, -0.020, 0.086, 0.077, 0.069, 0.081, -0.050, -0.093, -0.403, 1.118, 0.080, -0.258, 0.101, -0.014, -0.003, -0.092, -0.018, -0.086, 0.098, 0.074, 0.102, -0.101, -0.081, -0.272, 0.093, -0.080, 0.115, 0.089, -0.364, -0.098, 0.099, 0.102, -0.263, -0.398, 0.069, 0.105, -0.122, -0.087, 0.082, 0.117, -0.388, 0.103, -0.078, -0.084, 0.102, -0.405, -0.090, 0.101, -0.387, -0.118, -0.079, 0.074, -0.079, 0.024, -0.087, 0.103, 0.014, 0.114, 0.084, -0.160, -0.097, -0.216, 0.072, -0.092, -0.096, 0.065, -0.338, -0.300, 0.116, 0.096, 0.099, 0.102, -0.092, -0.140, 0.102, 0.090, 0.121, 0.107, -0.036, -0.116, 0.078, 0.101, -0.069, 0.073, -0.011, 0.109, 0.090, -0.612, 0.101, 0.085, -0.197, 0.060, 1.165, -0.096, -0.121, 0.104



Formula: C49H53BF5IN6O6
Source: the OMol25 dataset
Level of theory: ωB97M-V with the def2-TZVPD basis set

Properties
Max |F| = 5.9 eV Å⁻¹
Lowest unoccupied orbital energy = -1.45 eV
HOMO-LUMO gap = 6.68 eV
DFT total energy = -3500.43298 Ha
Highest occupied orbital energy = -8.13 eV

```
! wB97M-V def2-TZVPD RIJCOSX def2/J DEFGRID3
* xyz 0 1
H -6.356 2.905 -1.015
H 1.022 -6.047 5.186
H -0.958 5.581 -0.291
H -7.943 2.560 -0.162
C 6.149 -2.177 -0.659
H -4.491 -3.842 3.348
H -3.985 3.996 -0.110
H -2.640 -3.988 4.677
H 8.310 -2.375 -0.933
N 2.515 -4.978 2.490
C 0.759 3.976 -0.758
H 10.133 1.179 -2.666
H -4.083 4.011 -1.952
C -1.625 2.239 -1.648
H -7.830 1.181 -2.278
C 1.287 -5.314 1.985
C -1.194 -0.818 -1.721
H -5.741 -9.838 3.524
C -1.957 -3.141 -0.706
C 0.521 -5.796 3.019
C 9.092 1.013 -2.901
H 8.062 2.862 -2.169
H -3.302 3.885 5.204
C -3.433 -2.606 -0.567
C -2.844 1.266 -2.084
C -4.480 -3.648 0.067
C -1.492 4.385 3.988
C -2.667 -0.266 -1.591
C -3.415 4.311 -1.056
C -6.458 -7.954 4.495
H -0.497 -6.146 2.939
H -3.052 6.189 1.689
H -5.012 -5.851 2.380
C -2.213 -2.969 4.328
H 4.311 -2.507 0.341
N 7.222 0.069 -3.630
H 3.422 -5.029 4.422
C -5.424 -6.646 2.986
F 2.424 4.427 1.014
C 4.083 6.301 -7.215
H -5.517 -3.215 0.261
C -5.811 -8.763 3.593
C 3.077 5.268 -1.261
H 3.863 6.434 -8.264
O 0.819 -0.218 -3.112
O -6.092 0.087 -1.858
O 1.894 0.873 0.832
H -4.553 -4.523 -0.687
N 5.314 6.625 -6.710
N 5.305 -2.665 0.304
C 5.334 6.372 -5.364
H 6.219 6.568 -4.778
H -3.368 5.467 -1.101
F 1.348 6.254 0.165
H -1.715 -4.202 -0.339
C 7.421 -2.599 -0.362
H -1.069 -2.914 4.486
C 1.890 4.971 -0.214
H -4.643 -8.282 1.893
F 3.299 6.684 -1.285
C 2.854 1.374 0.179
C 8.576 -0.102 -3.514
H 3.358 2.664 -1.678
O -3.999 -4.254 1.304
H -0.677 3.897 4.503
H -0.515 5.383 2.238
C -6.928 2.082 -0.458
O -3.805 1.676 -2.774
H 3.809 5.575 -4.015
C -7.258 0.793 -1.349
C 8.011 1.892 -2.641
C -0.044 0.168 -2.286
F 2.779 4.872 -2.581
H 8.160 -3.862 1.333
I 4.896 1.532 0.892
C -0.708 4.531 -0.696
N -3.526 5.096 3.460
H 3.282 -4.603 1.956
C -0.792 -2.256 -1.293
C 7.343 -3.375 0.821
F 4.305 4.715 -0.771
C 6.025 -3.401 1.207
N -5.189 -7.958 2.675
H 9.053 -1.001 -3.876
H -6.414 1.830 0.546
C -1.407 5.160 2.805
H -2.417 -1.787 2.363
C -2.678 5.583 2.501
H -4.743 -2.407 2.198
H -5.224 -0.419 1.153
H 5.841 1.609 -3.106
C 6.870 1.284 -3.105
H 5.772 -1.571 -1.469
C -2.811 4.360 4.368
H -1.846 -3.546 2.125
C 3.312 5.828 -6.182
C 2.562 1.927 -1.329
H 5.539 -3.877 2.046
C 1.314 -5.744 4.192
H -6.573 -5.720 4.602
H 2.658 0.999 -2.006
H 0.288 -2.643 -1.365
C -0.150 1.683 -1.729
C -4.062 -3.310 2.413
H -2.710 -2.116 4.931
H 1.066 -5.183 0.937
B -5.338 -0.554 -0.828
C 2.539 -5.233 3.836
C -1.950 3.669 -1.146
C 4.105 5.874 -5.008
C -2.528 -2.874 2.745
H 6.084 6.993 -7.245
H -7.944 0.048 -0.822
C -3.815 -1.138 -1.011
H 6.584 -0.596 -4.038
H -4.520 5.254 3.493
C 1.077 2.524 -1.286
C -6.213 -6.612 4.110
H 2.289 5.488 -6.262
O -5.906 -0.743 0.511
H -7.042 -8.291 5.339
*
```

Results of the Löwdin charge analysis, in e, for atoms 1 through 99: 0.074, 0.093, 0.112, 0.090, -0.156, 0.118, 0.082, 0.079, 0.090, 0.004, 0.006, 0.091, 0.079, 0.025, 0.137, -0.146, -0.028, 0.103, 0.013, -0.118, -0.111, 0.091, 0.105, -0.056, -0.227, -0.159, -0.103, 0.020, -0.081, -0.119, 0.091, 0.101, 0.079, -0.126, 0.138, 0.001, 0.107, -0.134, 0.033, -0.145, 0.127, -0.147, -0.293, 0.104, 0.046, 0.016, -0.045, 0.146, -0.003, 0.000, -0.134, 0.105, 0.088, 0.034, 0.106, -0.105, 0.076, -0.233, 0.145, 0.078, -0.759, -0.147, 0.087, -0.234, 0.094, 0.079, -0.082, 0.070, 0.058, -0.219, -0.112, -0.244, 0.077, 0.093, 0.833, 0.071, 0.000, 0.119, 0.031, -0.107, 0.048, -0.147, 0.005, 0.106, 0.081, -0.110, 0.109, -0.153, 0.117, 0.112, 0.098, -0.151, 0.093, -0.141, 0.090, -0.108, -0.126, 0.094, -0.111



> What is the HOMO-LUMO gap in the first record?

6.94 eV